Molecular formula: C34H46BCaNO9S
Method: DFT, the ωB97M-V functional and the def2-TZVPD basis

```
93
Properties=species:S:1:pos:R:3:forces:R:3:lowdin_charge:R:1
Ca -0.2569 0.8766 -0.0722 -0.49 -0.62 -1.78 1.500
C -0.4000 -6.1771 -1.4730 0.01 -0.05 -0.26 -0.081
C -0.3931 -6.0878 0.0516 -0.05 0.19 0.07 -0.556
C 0.7650 -6.9503 0.5763 0.14 -0.04 0.05 -0.062
C -1.7159 -6.6612 0.5779 -0.18 -0.07 0.02 -0.058
C -0.2429 -4.6366 0.5337 0.04 -0.12 -0.31 -0.190
C -0.1815 -3.5704 -0.3572 -0.32 -0.26 0.07 0.018
C -0.0918 -2.2482 0.0886 0.33 0.45 -0.33 -0.203
N -0.0044 -1.1639 -0.7272 -0.20 -0.58 -0.72 -0.083
C 0.1215 -1.0867 -2.1246 -0.25 0.10 0.27 -0.190
C 0.8242 -1.9619 -2.9380 0.08 -0.10 0.14 -0.005
C 0.9701 -1.7590 -4.3207 -0.08 0.00 0.04 -0.199
C 0.4309 -0.6143 -4.8671 -0.08 0.12 0.22 -0.025
C -0.2619 0.3578 -4.1001 0.39 -0.27 -0.45 -0.112
C -0.4664 0.1173 -2.7464 -0.57 -0.19 1.04 -0.280
O -1.2090 0.9178 -1.9573 0.13 -0.70 -1.41 -0.348
C -0.7648 1.6022 -4.8513 -0.02 -0.11 0.16 -0.535
C -1.8379 1.1752 -5.8661 -0.15 -0.01 -0.10 -0.061
C 0.3941 2.2914 -5.6088 0.00 0.00 0.09 -0.064
C -1.3852 2.6611 -3.9368 -0.18 0.32 -0.09 -0.077
C 1.6940 -2.8162 -5.1587 -0.01 0.06 0.24 -0.567
C 0.9663 -4.1635 -5.0454 -0.15 -0.16 0.04 -0.056
C 1.7542 -2.4252 -6.6304 0.06 0.04 -0.28 -0.087
C 3.1318 -3.0025 -4.6518 0.20 0.04 0.08 -0.061
C -0.0701 -2.0057 1.5104 0.24 0.52 0.83 -0.087
O 0.0450 -0.6643 1.9377 -0.09 -0.03 -0.43 0.051
C 0.0373 -3.0752 2.4051 0.03 -0.10 0.03 -0.062
C -0.1174 -4.3749 1.8800 0.00 -0.01 0.15 -0.055
C 0.4202 -3.0968 3.9217 0.02 0.11 -0.47 -0.510
C 0.7922 -1.7703 4.5781 0.24 0.11 0.05 -0.044
C 1.6778 -3.9789 4.0723 0.18 -0.11 0.00 -0.065
C -0.7286 -3.7096 4.7341 -0.13 -0.02 0.11 -0.054
H -0.4801 -7.2287 -1.7761 0.00 0.10 0.00 0.077
H 0.5174 -5.7640 -1.9112 -0.11 -0.11 0.13 0.076
H -1.2429 -5.6318 -1.9129 0.10 -0.09 0.11 0.089
H 0.7105 -7.9662 0.1550 -0.01 0.18 0.09 0.074
H 0.7396 -7.0331 1.6689 0.00 0.01 -0.16 0.070
H 1.7318 -6.5105 0.3016 -0.16 -0.07 0.00 0.090
H -1.8295 -7.7122 0.2724 0.00 0.14 0.05 0.075
H -2.5681 -6.0919 0.1862 0.16 -0.08 0.05 0.090
H -1.7623 -6.6103 1.6720 0.04 -0.02 -0.17 0.075
H -0.2802 -3.7257 -1.4225 0.06 0.02 0.08 0.082
H 1.3080 -2.8106 -2.4644 -0.07 0.00 -0.05 0.099
H 0.5223 -0.4512 -5.9311 0.01 0.10 -0.05 0.076
H -1.4516 0.4378 -6.5790 -0.02 0.09 0.09 0.069
H -2.1980 2.0461 -6.4341 0.04 -0.11 0.08 0.074
H -2.6951 0.7236 -5.3500 0.18 0.09 -0.06 0.090
H 0.8385 1.6579 -6.3804 -0.07 -0.05 0.05 0.064
H 1.1968 2.5783 -4.9184 -0.17 -0.05 -0.05 0.088
H 0.0202 3.2020 -6.0969 0.05 -0.11 0.05 0.071
H -2.2712 2.3003 -3.4127 0.15 0.04 -0.17 0.082
H -1.6583 3.5185 -4.5652 -0.04 0.04 0.01 0.072
H -0.6914 3.0091 -3.1707 0.01 -0.06 -0.09 0.085
H -0.0666 -4.0727 -5.4034 0.15 -0.01 0.03 0.089
H 0.9208 -4.5118 -4.0049 0.04 0.11 -0.23 0.063
H 1.4786 -4.9334 -5.6428 -0.08 0.12 0.09 0.076
H 0.7524 -2.3196 -7.0633 0.12 -0.05 0.08 0.082
H 2.2879 -3.2017 -7.1913 -0.04 0.07 0.00 0.074
H 2.2823 -1.4745 -6.7761 -0.05 -0.17 0.05 0.084
H 3.1586 -3.3556 -3.6138 -0.07 0.06 -0.20 0.077
H 3.6803 -2.0531 -4.6853 -0.08 -0.14 -0.04 0.088
H 3.6610 -3.7384 -5.2746 -0.04 0.10 0.09 0.073
H -0.0905 -5.2064 2.5760 -0.05 0.05 -0.12 0.082
H 1.4701 -1.1592 3.9779 -0.06 -0.12 -0.01 0.099
H 1.2868 -2.0071 5.5324 -0.06 0.10 -0.13 0.081
H -0.0690 -1.1618 4.8040 -0.23 0.18 -0.05 0.070
H 2.5484 -3.4794 3.6259 -0.19 -0.07 0.04 0.093
H 1.5824 -4.9611 3.6004 0.02 0.16 0.13 0.062
H 1.8864 -4.1224 5.1408 0.00 0.00 -0.11 0.074
H -1.6562 -3.1484 4.5725 0.13 -0.04 0.02 0.091
H -0.4814 -3.6602 5.8045 -0.06 -0.06 -0.14 0.079
H -0.9174 -4.7562 4.4695 0.03 0.14 0.04 0.070
O 0.6177 3.8062 1.9087 0.10 0.65 0.16 -0.301
S 0.8912 2.4063 1.8388 -0.41 -0.77 -0.10 0.416
O 1.5572 1.7675 2.9337 0.37 0.21 0.24 -0.276
O -0.6296 1.7288 1.8014 0.73 0.20 1.47 -0.297
O 1.4536 2.0077 0.5008 0.36 0.94 1.34 -0.468
O -3.5815 -0.4082 -0.9808 -0.17 -0.06 0.16 -0.083
H -2.7933 -0.0458 -1.4202 0.18 0.15 -0.17 -0.009
H -3.2904 -0.5063 -0.0653 0.02 -0.05 0.01 0.000
O -1.1193 0.5244 3.8139 -0.02 -0.11 1.16 0.168
B -0.9570 0.2980 2.4084 0.44 -0.09 -0.45 -0.982
O -2.3005 -0.0445 1.8956 -0.41 0.12 0.25 0.143
C -3.1438 0.1362 2.9545 -0.36 -0.30 -1.31 -0.201
C -4.5058 -0.0203 2.9636 -0.37 0.04 0.22 0.000
C -5.1847 0.1958 4.1807 0.41 0.01 -0.15 -0.123
C -4.4795 0.5497 5.3251 0.40 -0.02 -0.28 -0.125
C -3.0731 0.6946 5.2865 -0.35 0.01 0.17 -0.003
C -2.4345 0.4807 4.0840 0.46 0.08 0.64 -0.215
H -5.0268 -0.2973 2.0539 -0.01 0.02 0.07 0.114
H -6.2605 0.0845 4.2144 -0.03 0.00 0.03 0.081
H -5.0132 0.7154 6.2535 0.05 0.01 0.01 0.080
H -2.4928 0.9682 6.1634 -0.13 -0.04 -0.08 0.109
```
Forces are in eV/Å.

Results
Kohn-Sham gap, eV: 5.38
Multiplicity: 1
LUMO level, eV: 4.170
Total charge: -2
HOMO, eV: -1.21

***

Molecular formula: C34H46BN6PtS3
Method: DFT, the ωB97M-V functional and the def2-TZVPD basis

```
91
Properties=species:S:1:pos:R:3:forces:R:3:lowdin_charge:R:1
Pt 0.6821 1.3527 -2.7836 0.09 -0.13 -0.17 0.767
C 1.9561 5.2027 0.5044 0.00 0.07 0.02 -0.059
C 1.4620 3.8443 0.8690 -0.09 -0.20 0.10 -0.236
C 1.3522 3.4099 2.1488 0.02 -0.05 -0.20 0.075
C 0.8909 2.0920 2.4261 -0.01 0.06 0.00 -0.195
N 0.5762 1.2706 1.4696 0.09 -0.07 0.11 0.191
N 0.6675 1.6945 0.1928 0.04 0.02 0.13 0.017
B 0.3409 0.6138 -0.8649 -0.25 -0.13 -0.14 -0.747
N -1.1273 0.0549 -0.8309 -0.10 0.24 -0.05 -0.003
N -1.8651 0.2037 0.2616 -0.10 0.03 0.07 0.197
C -3.0188 -0.4129 0.3299 0.05 0.04 -0.02 -0.193
C -3.4552 -1.2531 -0.7191 0.11 -0.06 -0.10 0.077
C -2.6922 -1.4198 -1.8389 -0.02 0.07 0.12 -0.236
C -3.0855 -2.2938 -2.9825 -0.03 -0.02 0.01 -0.048
C -1.4846 -0.6772 -1.8917 -0.07 0.00 0.01 -0.560
S -0.4724 -0.6697 -3.2763 0.13 -0.11 -0.11 0.777
C -3.8006 -0.2476 1.6245 0.00 0.02 0.06 -0.537
C -3.2253 -1.2580 2.6303 0.01 0.01 -0.03 -0.028
C -3.6377 1.1798 2.1568 0.01 -0.04 0.05 -0.042
C -5.2900 -0.5339 1.4253 -0.03 0.04 0.01 -0.052
N 1.2179 -0.6751 -0.5905 0.12 -0.05 -0.06 -0.018
N 0.6799 -1.5916 0.2089 -0.11 -0.14 0.02 0.192
C 1.3171 -2.7130 0.4094 0.05 0.01 0.00 -0.179
C 2.6056 -2.9192 -0.1450 0.01 0.07 -0.15 0.086
C 3.1724 -1.9772 -0.9543 -0.18 -0.01 0.13 -0.230
C 4.5024 -2.1368 -1.6061 0.05 -0.04 0.00 -0.049
C 2.3902 -0.8179 -1.2207 -0.11 0.13 0.05 -0.600
S 2.8224 0.3860 -2.3462 0.34 -0.14 0.15 0.720
C 0.5717 -3.7559 1.2353 0.01 -0.03 0.05 -0.535
C 0.4630 -3.2675 2.6848 -0.06 0.03 -0.05 -0.033
C 1.2850 -5.1067 1.2032 -0.01 -0.04 0.05 -0.057
C -0.8384 -3.9244 0.6545 0.00 -0.01 0.00 -0.036
C 1.0853 2.9155 -0.1571 -0.09 0.26 0.04 -0.556
S 1.1606 3.3934 -1.7863 0.20 0.05 0.02 0.763
C 0.7653 1.6239 3.8639 0.02 -0.05 0.03 -0.545
C 2.1477 1.6815 4.5285 0.00 0.00 0.00 -0.033
C 0.2392 0.1948 3.9218 0.07 0.04 0.00 -0.053
C -0.2059 2.5554 4.6031 0.00 -0.03 0.01 -0.029
H 2.2133 5.7648 1.3994 0.01 0.01 -0.01 0.089
H 1.1959 5.7543 -0.0513 0.00 0.00 -0.01 0.088
H 2.8343 5.1310 -0.1385 0.01 0.00 -0.01 0.088
H 1.6404 4.0560 2.9665 -0.03 0.04 0.01 0.128
H -4.4017 -1.7679 -0.6368 -0.02 -0.01 -0.01 0.124
H -4.0417 -2.7756 -2.7893 0.00 0.00 0.00 0.089
H -2.3303 -3.0632 -3.1524 0.01 0.00 -0.01 0.089
H -3.1571 -1.7110 -3.9021 0.00 0.00 0.00 0.086
H -2.1451 -1.1458 2.7246 -0.04 0.01 -0.01 0.053
H -3.4317 -2.2831 2.3159 0.01 -0.03 -0.03 0.088
H -3.6791 -1.1095 3.6109 -0.02 0.00 0.02 0.096
H -2.5892 1.4604 2.2277 0.05 -0.01 0.03 0.056
H -4.0859 1.2495 3.1486 -0.03 0.01 0.00 0.091
H -4.1397 1.8987 1.5074 0.01 0.01 -0.03 0.093
H -5.4867 -1.5804 1.1909 0.00 -0.02 -0.01 0.080
H -5.7197 0.0890 0.6387 0.00 0.01 -0.02 0.096
H -5.8229 -0.3111 2.3498 0.00 0.00 0.01 0.094
H 3.1274 -3.8486 0.0347 0.02 0.02 0.03 0.120
H 4.9489 -3.0947 -1.3488 0.01 0.00 0.00 0.088
H 5.1773 -1.3374 -1.2966 0.01 0.02 -0.01 0.094
H 4.4018 -2.0660 -2.6902 0.01 0.00 -0.01 0.085
H 1.4454 -3.1828 3.1530 0.02 0.03 0.00 0.094
H -0.1323 -3.9714 3.2681 0.02 -0.04 0.01 0.094
H -0.0267 -2.2947 2.7225 0.00 -0.04 -0.02 0.049
H 2.2725 -5.0643 1.6660 0.00 0.01 0.01 0.087
H 1.3913 -5.4867 0.1853 0.01 0.00 -0.02 0.093
H 0.6988 -5.8335 1.7657 -0.01 0.00 0.00 0.093
H -1.3692 -2.9736 0.6399 -0.01 0.03 0.02 0.056
H -1.4045 -4.6277 1.2671 0.00 -0.02 0.00 0.093
H -0.7998 -4.3162 -0.3643 0.01 0.01 -0.02 0.092
H 2.8595 1.0392 4.0075 0.01 -0.01 -0.01 0.094
H 2.0723 1.3359 5.5598 -0.01 0.00 0.01 0.093
H 2.5529 2.6937 4.5509 0.01 0.02 -0.01 0.081
H 0.8935 -0.4835 3.3759 0.00 0.02 0.02 0.068
H -0.7559 0.1283 3.4856 0.00 0.01 -0.02 0.058
H 0.1874 -0.1301 4.9614 -0.01 -0.01 0.02 0.099
H 0.1651 3.5790 4.6639 0.01 0.02 -0.02 0.083
H -0.3450 2.1970 5.6234 0.00 0.00 0.02 0.094
H -1.1813 2.5726 4.1146 -0.02 -0.01 -0.01 0.083
C -0.6327 2.3493 -4.0818 -0.18 -0.17 0.53 -0.249
C 0.5109 2.1970 -5.0070 -0.19 0.21 -0.50 -0.421
C 0.6200 1.0647 -5.8418 0.09 0.13 0.08 -0.080
C 1.7108 0.9026 -6.6725 0.04 0.02 0.02 -0.061
C 2.7226 1.8570 -6.6860 -0.01 0.02 -0.02 -0.058
C 2.6373 2.9815 -5.8764 0.03 -0.06 -0.03 -0.061
C 1.5452 3.1522 -5.0452 -0.04 -0.14 0.03 -0.081
H -1.5199 1.7787 -4.3343 0.04 0.01 -0.08 0.054
H -0.8636 3.3625 -3.7708 0.03 0.01 -0.06 0.051
H -0.1685 0.3244 -5.8290 -0.05 0.01 -0.03 0.087
H 1.7777 0.0327 -7.3113 0.00 -0.01 -0.01 0.112
H 3.5759 1.7272 -7.3379 0.02 -0.01 -0.01 0.111
H 3.4210 3.7261 -5.8955 0.01 0.01 0.00 0.112
H 1.4765 4.0354 -4.4236 -0.05 0.05 -0.01 0.087
```
Forces are in eV/Å.

Results
Kohn-Sham gap, eV: 7.53
Multiplicity: 1
LUMO level, eV: -2.816
Total charge: +1
HOMO, eV: -10.35